No. 1
This record from the OMol25 dataset describes one molecule with the formula C3H8N2OS at a distorted geometry. The level of theory is ωB97M-V with the def2-TZVPD basis set.

Summary:
E_HOMO in Ha: -0.336
Net charge: 0
Total energy in a.u.: -702.05371
E_LUMO in eV: 0.81

Each line ends with the Löwdin charge.
Atoms and positions in Å:
N 0.14 -0.47 -2.36  0.1665
C -0.50 -0.52 -1.15  -0.5198
O -1.18 -1.49 -0.87  0.0470
C -0.15 0.48 -0.04  -0.4311
N -1.37 0.94 0.54  0.0482
C 0.68 -0.42 0.96  -0.5066
S 1.45 0.78 2.07  0.7144
H 0.71 0.31 -2.62  0.0961
H -0.10 -1.15 -3.06  0.1062
H 0.44 1.31 -0.43  0.1283
H -1.84 0.34 1.19  0.0823
H -1.35 1.89 0.85  0.0709
H 1.48 -0.87 0.37  0.0688
H 0.05 -1.21 1.35  0.0883
H 1.55 0.08 3.20  -0.1596

---

No. 2
This record from the OMol25 dataset describes one molecule with the formula C3H8N2OS. The level of theory is ωB97M-V with the def2-TZVPD basis set.

Summary:
E_HOMO in Ha: -0.331
Net charge: 0
Total energy in a.u.: -702.06009
E_LUMO in eV: 0.77

Each line ends with the Löwdin charge.
Atoms and positions in Å:
N 0.43 0.95 -2.12  0.1653
C -0.09 -0.07 -1.40  -0.5341
O -0.34 -1.16 -1.87  0.0636
C -0.22 0.21 0.11  -0.4048
N -1.61 -0.04 0.50  0.0561
C 0.78 -0.72 0.80  -0.5248
S 1.51 -0.03 2.32  0.7061
H 0.27 1.90 -1.82  0.0993
H 0.57 0.80 -3.11  0.1095
H -0.03 1.26 0.27  0.1211
H -1.76 -0.99 0.81  0.0741
H -1.91 0.59 1.24  0.0718
H 1.66 -0.88 0.19  0.0666
H 0.31 -1.69 0.94  0.0856
H 0.44 -0.14 3.13  -0.1555